The following is a quantum chemistry calculation of C32H52AsF6N4O8S4 as an isolated structure, from OMol25.

The strongest force on any atom is 0.0921 Eh/bohr. Its multiplicity is 2. The net charge is -2. The calculation puts the frontier orbital gap (alpha / beta) at 2.862 / 7.547 eV. For the molecular weight, the calculation gives 938.0 g/mol. Its HOMO energy (alpha / beta) is 1.008 / -3.685 eV. As for the expectation value of S²: 0.752.

Last column: Mulliken charge in e.
Element x y z (Å)
As: -1.38 -0.76 -0.97  1.24
F: -1.50 0.72 -1.95  -0.53
F: 0.40 -0.71 -1.35  -0.31
F: -1.24 -2.31 -0.09  -0.77
F: -3.16 -0.60 -0.78  -0.44
F: -1.59 -1.74 -2.47  -0.53
F: -0.99 0.18 0.53  -0.55
C: -1.79 4.57 -2.48  0.15
C: -1.85 3.61 -3.65  -0.70
C: -0.41 3.21 -4.01  -0.65
S: 0.61 4.76 -3.87  1.07
O: 0.59 5.49 -5.12  -0.72
O: 1.89 4.42 -3.23  -0.58
C: -0.58 5.55 -2.69  -0.86
H: -1.59 3.93 -1.62  -0.40
H: -2.71 5.16 -2.42  0.55
H: -2.28 3.95 -4.59  0.39
H: -2.41 2.75 -3.30  0.25
H: -0.18 2.82 -5.00  0.64
H: 0.17 2.66 -3.26  0.07
H: -0.92 6.52 -3.06  0.43
H: -0.01 5.72 -1.78  0.35
C: 2.77 1.55 -0.10  -0.21
C: 3.81 2.64 -0.38  -0.95
C: 3.54 3.82 0.63  -0.75
S: 1.75 3.75 1.09  0.94
O: 1.01 4.88 0.56  -0.63
O: 1.62 3.33 2.54  -0.64
C: 1.41 2.35 0.00  1.37
H: 2.95 1.15 0.90  0.22
H: 2.78 0.74 -0.82  0.15
H: 3.82 2.94 -1.42  0.30
H: 4.80 2.20 -0.32  0.48
H: 3.80 4.82 0.31  0.45
H: 4.19 3.58 1.47  0.33
H: 1.26 2.94 -0.91  -0.45
H: 0.48 1.91 0.36  -0.86
C: -1.71 0.33 3.84  0.40
C: -2.08 -0.62 4.99  -0.80
C: -0.81 -0.95 5.84  -0.40
S: 0.08 0.63 5.96  1.07
O: 1.54 0.45 5.88  -0.64
O: -0.47 1.37 7.10  -0.69
C: -0.72 1.30 4.40  -0.51
H: -2.55 0.84 3.38  0.34
H: -1.20 -0.12 2.98  -0.53
H: -2.53 -1.59 4.77  0.25
H: -2.75 -0.13 5.69  0.34
H: -0.29 -1.69 5.22  -0.04
H: -0.91 -1.46 6.80  0.53
H: 0.07 1.59 3.70  0.19
H: -1.14 2.29 4.57  0.45
C: 2.24 -1.75 2.51  -0.23
C: 2.07 -2.55 1.27  0.63
C: 3.33 -3.38 1.23  -1.04
S: 3.53 -4.06 2.98  1.08
O: 4.91 -3.78 3.45  -0.69
O: 2.85 -5.40 3.14  -0.66
C: 2.35 -2.83 3.61  -0.60
H: 1.39 -1.09 2.65  -0.07
H: 3.14 -1.13 2.45  0.28
H: 1.98 -1.89 0.41  -0.26
H: 1.15 -3.13 1.28  -0.21
H: 4.25 -2.83 1.04  0.44
H: 3.32 -4.20 0.51  0.58
H: 2.78 -2.66 4.59  0.56
H: 1.38 -3.32 3.63  0.06
N: -1.80 -3.77 1.94  0.33
C: -3.05 -3.51 2.44  -0.24
C: -3.25 -4.23 3.56  -0.74
C: -2.09 -4.94 3.78  -0.44
C: -1.19 -4.69 2.76  -0.91
H: -1.36 -3.35 1.13  0.48
H: -3.63 -2.74 1.96  0.51
H: -4.20 -4.11 4.06  0.47
H: -1.94 -5.54 4.67  0.38
H: -0.28 -5.18 2.43  0.51
N: -0.50 -1.78 -5.19  0.34
C: -0.80 -0.50 -5.58  -0.34
C: -1.27 -0.60 -6.88  -0.78
C: -1.19 -1.90 -7.35  -0.51
C: -0.70 -2.69 -6.24  -0.42
H: -0.30 -2.07 -4.24  0.14
H: -0.80 0.23 -4.78  0.47
H: -1.53 0.21 -7.53  0.35
H: -1.39 -2.45 -8.26  0.37
H: -0.59 -3.76 -6.13  0.32
N: 1.54 -3.20 -2.63  0.55
C: 1.32 -4.18 -3.55  -0.54
C: 2.51 -4.53 -4.18  -0.71
C: 3.51 -3.86 -3.48  -0.65
C: 2.90 -3.04 -2.60  -0.56
H: 0.81 -2.72 -2.12  0.09
H: 0.34 -4.60 -3.72  0.54
H: 2.59 -5.32 -4.92  0.40
H: 4.58 -3.85 -3.63  0.39
H: 3.30 -2.38 -1.85  0.45
N: -4.30 3.98 1.55  0.06
C: -4.63 3.48 0.37  -1.04
C: -3.44 2.87 -0.07  -0.59
C: -2.46 3.02 0.92  0.75
C: -3.05 3.70 1.97  -1.35
H: -4.84 4.61 2.13  0.21
H: -5.60 3.63 -0.10  0.42
H: -3.29 2.37 -1.01  0.75
H: -1.46 2.66 0.77  0.41
H: -2.74 3.99 2.97  0.43

The following is a quantum chemistry calculation of C5H6O2 in the gas phase, from OMol25.

The strongest force on any atom is 0.0156 Eh/bohr. Its multiplicity is 1. The calculation puts the energy above the lowest of the compared OMol25 structures with the same formula, charge and spin at 3.418 eV. The calculation puts the frontier orbital gap at 10.046 eV. For the molecular weight, the calculation gives 98.1 g/mol. Its HOMO energy is -9.583 eV.

Last column: Mulliken charge in e.
Element x y z (Å)
C: 0.79 -2.07 1.07  -0.65
C: -0.05 -1.06 0.94  0.10
C: -0.33 0.02 0.26  0.38
C: 0.87 -0.21 -0.71  -0.13
O: 0.77 -0.72 -1.79  -0.49
C: -1.39 1.10 0.16  -0.48
O: -0.93 2.22 -0.58  -0.53
H: 0.69 -2.94 0.42  0.28
H: 1.62 -2.03 1.76  0.29
H: 1.83 0.03 -0.22  0.38
H: -2.32 0.70 -0.26  0.24
H: -1.63 1.50 1.16  0.29
H: -0.88 1.96 -1.51  0.33

The following is a quantum chemistry calculation of C2H3NO2 as an isolated structure, from OMol25.

The strongest force on any atom is 0.0827 Eh/bohr. Its multiplicity is 1. The calculation puts the energy above the lowest of the compared OMol25 structures with the same formula, charge and spin at 4.846 eV. The calculation puts the frontier orbital gap at 9.580 eV. For the molecular weight, the calculation gives 73.1 g/mol. Its HOMO energy is -9.032 eV.

Last column: Mulliken charge in e.
Element x y z (Å)
C: 1.49 -0.42 0.39  0.20
C: -1.08 0.06 0.61  -0.09
N: -0.20 -0.39 -0.45  -0.31
O: 2.46 0.00 -0.08  -0.32
O: -1.06 -1.29 0.19  -0.29
H: 1.14 -0.81 1.33  0.33
H: -0.74 0.34 1.55  0.25
H: -2.01 0.67 0.39  0.22

The following is a quantum chemistry calculation of a 2-piece molecular cluster, C5H15N3 overall, from OMol25.

The strongest force on any atom is 0.0969 Eh/bohr. Its multiplicity is 1. The calculation puts the energy above the lowest of the compared OMol25 structures with the same formula, charge and spin at 2.837 eV. The calculation puts the frontier orbital gap at 8.981 eV. For the molecular weight, the calculation gives 117.2 g/mol. Its HOMO energy is -8.067 eV.

Last column: Mulliken charge in e.
Element x y z (Å)
H: -0.08 2.49 1.03  0.22
N: 0.13 1.50 1.06  -0.80
C: -0.34 0.84 0.07  1.06
C: -1.14 1.49 -1.04  -1.45
N: -0.80 -0.59 0.35  0.06
C: -0.72 -1.04 1.71  -1.26
C: -1.78 -1.28 -0.46  -1.06
H: -2.21 1.45 -0.84  0.33
H: -0.86 2.53 -1.16  0.46
H: -0.96 0.97 -1.99  0.40
H: -0.07 -0.36 2.26  0.43
H: -0.30 -2.05 1.76  0.30
H: -1.70 -1.04 2.20  0.33
H: -1.72 -2.35 -0.25  0.33
H: -1.59 -1.13 -1.52  0.32
H: -2.81 -0.94 -0.24  0.31
C: 2.91 -0.12 -0.13  -0.82
N: 1.68 0.00 -0.90  -0.55
H: 3.63 0.62 -0.47  0.32
H: 3.33 -1.12 -0.31  0.28
H: 2.75 0.01 0.94  0.23
H: 1.62 0.91 -1.35  0.29
H: 1.04 -0.79 -0.72  0.28

The following is a quantum chemistry calculation of a 3-piece molecular cluster, C22H50N5O5P2S overall, from OMol25.

The strongest force on any atom is 0.0189 Eh/bohr. Its multiplicity is 1. The net charge is +1. The calculation puts the frontier orbital gap at 8.625 eV. For the molecular weight, the calculation gives 558.7 g/mol. Its HOMO energy is -12.306 eV.

Last column: Mulliken charge in e.
Element x y z (Å)
C: -1.20 -3.82 -2.65  -1.27
C: -1.62 -2.34 -2.52  -0.16
P: -1.65 -1.80 -0.77  -0.37
C: -3.19 -0.84 -0.52  -0.62
C: -3.83 -0.03 -1.67  -1.03
N: -0.38 -0.52 -0.69  0.75
C: -0.51 0.75 -1.47  -0.40
C: 0.14 0.80 -2.85  -0.43
C: 1.47 1.55 -2.80  0.32
N: 2.44 1.23 -3.73  -0.52
O: 1.62 2.44 -2.00  -0.54
C: 0.71 -0.64 0.03  -1.18
N: 1.83 0.14 -0.31  0.14
C: 2.95 -0.73 0.08  -0.26
O: 3.02 -1.76 -0.88  -0.28
N: 3.61 -1.26 -2.10  0.22
O: 3.57 -2.07 -2.92  -0.32
C: 2.44 -1.36 1.35  -1.04
N: 0.98 -1.58 1.00  0.34
P: 0.13 -1.62 2.58  0.77
O: 0.00 -0.08 2.98  -0.49
O: -1.37 -1.97 2.26  -0.42
S: 1.08 -2.68 3.80  -0.31
H: -0.27 -3.92 -3.22  0.34
H: -1.97 -4.40 -3.15  0.38
H: -1.01 -4.28 -1.68  0.29
H: -2.61 -2.19 -2.93  0.47
H: -0.95 -1.72 -3.11  0.08
H: -3.88 -1.61 -0.16  0.67
H: -2.99 -0.19 0.34  0.39
H: -3.61 1.03 -1.57  0.21
H: -4.91 -0.11 -1.60  0.35
H: -3.52 -0.38 -2.65  0.23
H: -0.11 1.58 -0.90  0.60
H: -1.58 0.90 -1.55  -0.04
H: -0.52 1.41 -3.48  0.30
H: 0.23 -0.16 -3.34  0.35
H: 2.12 0.58 -4.44  0.29
H: 3.32 0.90 -3.35  0.26
H: 1.82 1.08 0.08  0.34
H: 3.89 -0.19 0.16  0.70
H: 2.93 -2.29 1.62  0.37
H: 2.52 -0.64 2.16  0.69
H: -0.03 0.58 2.28  0.38
H: -1.49 -2.54 1.47  0.44
C: -3.98 4.96 -2.44  -1.02
C: -5.22 5.06 -1.57  -0.44
C: -5.92 3.72 -1.36  -0.62
C: -6.45 3.06 -2.64  -0.47
C: -7.44 3.90 -3.44  -0.57
C: -8.71 4.23 -2.67  -1.22
H: -4.21 4.61 -3.45  0.27
H: -3.49 5.93 -2.55  0.39
H: -3.25 4.27 -2.01  0.15
H: -5.92 5.78 -2.00  0.26
H: -4.94 5.46 -0.59  0.37
H: -6.75 3.85 -0.65  0.36
H: -5.22 3.03 -0.87  0.25
H: -6.93 2.11 -2.36  0.37
H: -5.60 2.79 -3.28  0.29
H: -7.70 3.35 -4.35  0.37
H: -6.96 4.82 -3.77  0.27
H: -9.23 3.32 -2.36  0.30
H: -9.40 4.80 -3.29  0.38
H: -8.51 4.82 -1.78  0.29
C: 5.12 -0.43 3.91  -1.11
C: 4.85 -1.90 4.23  0.52
C: 5.60 -2.40 5.46  -0.97
C: 7.13 -2.32 5.36  -0.78
C: 7.73 -3.08 4.18  -0.33
C: 7.45 -4.58 4.21  -1.19
H: 6.17 -0.24 3.70  0.36
H: 4.55 -0.09 3.04  0.19
H: 4.83 0.21 4.75  0.28
H: 5.12 -2.51 3.36  0.19
H: 3.78 -2.04 4.39  -0.17
H: 5.29 -3.42 5.66  0.35
H: 5.28 -1.81 6.33  0.41
H: 7.55 -2.72 6.29  0.41
H: 7.44 -1.28 5.31  0.30
H: 8.81 -2.92 4.18  0.38
H: 7.36 -2.66 3.24  0.22
H: 7.83 -5.03 5.13  0.30
H: 7.92 -5.09 3.37  0.38
H: 6.38 -4.80 4.16  0.27

The following is a quantum chemistry calculation of a 2-piece molecular cluster, C8H19NO3S overall, from OMol25.

The strongest force on any atom is 0.0955 Eh/bohr. Its multiplicity is 1. The calculation puts the energy above the lowest of the compared OMol25 structures with the same formula, charge and spin at 2.797 eV. The calculation puts the frontier orbital gap (alpha / beta) at 7.675 / 7.942 eV. For the molecular weight, the calculation gives 209.3 g/mol. Its HOMO energy (alpha / beta) is -7.269 / -7.275 eV.

Last column: Mulliken charge in e.
Element x y z (Å)
C: -1.88 -2.65 0.88  -1.11
C: -1.69 1.03 -0.01  -1.31
C: 1.07 0.24 -1.93  -2.16
C: 1.74 1.09 1.72  -1.07
C: 2.40 2.30 -0.45  -1.02
C: -1.62 -1.58 -0.27  -0.40
C: -1.16 -0.27 0.35  0.40
C: 1.19 0.14 -0.42  0.36
N: 1.62 1.26 0.25  0.41
O: 3.45 -0.83 0.29  -0.66
O: 1.37 -2.00 1.22  -0.55
O: 2.12 -2.38 -1.04  -0.72
S: 2.13 -1.33 -0.07  1.39
H: -2.59 -2.22 1.55  0.38
H: -2.31 -3.65 0.46  0.29
H: -0.93 -2.83 1.45  0.19
H: -1.08 1.97 0.28  0.24
H: -1.86 0.98 -1.11  0.31
H: -2.73 1.13 0.45  0.35
H: 2.04 0.01 -2.39  0.43
H: 0.46 -0.54 -2.24  0.48
H: 0.55 1.22 -2.08  0.55
H: 1.37 0.10 2.08  0.38
H: 2.79 1.27 2.00  0.36
H: 1.15 1.81 2.32  0.27
H: 3.48 1.97 -0.56  0.26
H: 2.11 2.29 -1.58  0.31
H: 2.30 3.16 0.16  0.37
H: -2.69 -1.30 -0.63  0.35
H: -0.99 -1.89 -1.03  0.32
H: -0.62 -0.31 1.36  0.26
H: 1.06 -2.86 1.01  0.35

The following is a quantum chemistry calculation of FO2STl as an isolated structure, from OMol25.

The strongest force on any atom is 0.1783 Eh/bohr. Its multiplicity is 2. The net charge is +1. The calculation puts the frontier orbital gap (alpha / beta) at 7.035 / 8.059 eV. For the molecular weight, the calculation gives 287.4 g/mol. Its HOMO energy (alpha / beta) is -15.152 / -15.964 eV. As for the expectation value of S²: 1.730.

Last column: Mulliken charge in e.
Element x y z (Å)
Tl: -1.45 0.78 -0.70  0.88
F: 1.88 -1.18 -0.30  -0.21
S: 1.21 0.01 0.79  0.78
O: 0.44 0.95 -0.11  -0.25
O: -2.08 -0.56 0.33  -0.19

The following is a quantum chemistry calculation of C39H50CrIN5O2 as an isolated structure, from OMol25.

The strongest force on any atom is 0.0164 Eh/bohr. Its multiplicity is 5. The calculation puts the energy above the lowest of the compared OMol25 structures with the same formula, charge and spin at 1.246 eV. The net charge is -2. The calculation puts the frontier orbital gap (alpha / beta) at 3.933 / 5.404 eV. For the molecular weight, the calculation gives 799.8 g/mol. Its HOMO energy (alpha / beta) is 0.479 / -1.020 eV. As for the expectation value of S²: 6.117.

Last column: Mulliken charge in e.
Element x y z (Å)
Cr: 0.01 0.44 -0.55  0.65
C: 4.83 2.42 3.28  -1.10
C: 4.15 3.25 2.17  -1.31
C: 2.77 2.77 1.84  0.81
C: 1.57 3.24 2.34  0.79
C: 1.33 4.37 3.29  -1.26
C: 1.38 3.96 4.77  -1.02
C: 0.56 2.43 1.75  -0.54
C: -0.77 2.37 2.21  -0.71
C: -1.66 1.38 1.92  -0.58
C: -2.94 1.21 2.59  0.84
C: -3.51 2.14 3.61  -1.46
C: -3.01 1.84 5.03  -1.08
C: -3.49 0.08 2.09  0.70
C: -2.55 -0.44 1.10  -0.50
C: -2.82 -1.51 0.28  -0.67
C: -2.00 -1.96 -0.79  -0.55
N: -0.80 -1.41 -1.15  0.86
C: -0.32 -2.17 -2.17  -1.00
C: 1.03 -2.13 -2.60  -0.72
C: 2.02 -1.43 -1.97  -0.05
N: 1.84 -0.53 -0.94  -0.09
C: 3.10 -0.09 -0.60  0.00
C: 3.40 0.91 0.28  -0.48
C: 2.45 1.70 0.96  -0.25
N: 1.11 1.53 0.88  0.61
C: 4.11 -0.77 -1.41  0.49
C: 3.45 -1.58 -2.26  1.06
C: 4.02 -2.47 -3.32  -1.37
C: 4.28 -3.89 -2.81  -1.13
C: 5.58 -0.51 -1.37  -1.22
C: 5.97 0.75 -2.17  -1.09
C: -1.24 -3.19 -2.52  1.15
C: -2.31 -3.06 -1.64  0.77
C: -3.55 -3.89 -1.57  -1.18
C: -4.78 -3.20 -2.15  -1.07
C: -1.04 -4.25 -3.55  -1.43
C: -0.34 -5.50 -3.00  -0.88
N: -1.45 0.35 1.03  0.88
C: -4.82 -0.52 2.43  -1.16
C: -5.90 -0.21 1.38  -0.88
H: 5.82 2.81 3.54  0.38
H: 4.94 1.38 2.96  0.27
H: 4.21 2.41 4.18  0.22
H: 4.78 3.21 1.28  0.38
H: 4.12 4.30 2.48  0.38
H: 0.36 4.81 3.08  0.41
H: 2.07 5.15 3.11  0.45
H: 0.70 3.13 4.96  0.17
H: 1.10 4.80 5.43  0.38
H: 2.39 3.63 5.05  0.22
H: -1.08 3.14 2.91  0.19
H: -4.60 2.08 3.60  0.49
H: -3.26 3.17 3.34  0.43
H: -3.27 0.82 5.32  0.29
H: -3.43 2.54 5.76  0.39
H: -1.92 1.92 5.06  0.16
H: -3.73 -2.07 0.46  0.33
H: 1.33 -2.79 -3.40  0.11
H: 4.44 1.13 0.43  0.19
H: 4.95 -2.03 -3.69  0.43
H: 3.34 -2.51 -4.17  0.47
H: 5.04 -3.89 -2.02  0.31
H: 4.63 -4.55 -3.62  0.37
H: 3.37 -4.32 -2.39  0.23
H: 6.12 -1.37 -1.76  0.40
H: 5.90 -0.39 -0.33  0.43
H: 5.62 0.65 -3.20  0.28
H: 7.05 0.90 -2.17  0.39
H: 5.48 1.63 -1.75  0.23
H: -3.75 -4.17 -0.53  0.42
H: -3.38 -4.83 -2.11  0.41
H: -4.96 -2.25 -1.65  0.09
H: -5.68 -3.82 -2.06  0.42
H: -4.62 -2.98 -3.21  0.28
H: -0.44 -3.85 -4.37  0.45
H: -2.00 -4.54 -3.98  0.45
H: 0.68 -5.26 -2.68  0.05
H: -0.30 -6.31 -3.74  0.38
H: -0.88 -5.87 -2.12  0.27
H: -5.15 -0.14 3.40  0.45
H: -4.72 -1.60 2.54  0.45
H: -6.00 0.87 1.25  0.25
H: -6.87 -0.62 1.68  0.44
H: -5.63 -0.63 0.41  -0.02
N: -2.69 0.81 -2.00  -0.27
C: -3.27 1.96 -1.31  0.13
C: -2.21 2.99 -0.88  0.23
O: -2.63 4.16 -0.72  -0.89
O: -1.03 2.57 -0.71  -0.16
H: -2.44 1.02 -2.96  0.33
H: -3.29 -0.01 -1.99  0.01
H: -3.75 1.61 -0.40  -0.44
H: -4.02 2.50 -1.89  0.42
I: 1.90 2.86 -2.55  -0.25
C: 0.47 1.23 -2.48  -1.31
H: 0.90 0.52 -3.19  0.51
H: -0.41 1.69 -2.92  0.71